{
  "formula": "C4H4Br2O3",
  "method": "ωB97M-V/def2-TZVPD",
  "symbols": ["C", "C", "C", "C", "O", "O", "O", "Br", "Br", "H", "H", "H", "H"],
  "xyz": [[1.000, 1.058, -0.661], [1.320, -0.297, 0.063], [-1.058, 0.131, -0.203], [-0.002, -0.985, -0.020], [1.826, 1.830, -1.061], [-0.292, 1.260, -0.671], [-2.070, -0.256, -1.107], [-0.241, -2.144, 1.599], [-0.019, -2.283, -1.545], [2.075, -0.834, -0.557], [1.724, 0.045, 1.001], [-1.527, 0.143, 0.818], [-1.755, -0.341, -2.033]],
  "forces_ev_per_a": [[2.87, -0.92, 0.57], [0.60, 1.00, -2.69], [-0.75, -2.18, -0.56], [0.59, -1.92, 0.60], [-0.76, -0.22, 0.05], [-2.79, 0.15, 0.25], [0.41, 1.20, 0.60], [-0.28, 0.77, -0.61], [0.17, 0.72, 0.44], [-0.31, 0.51, 0.88], [-0.11, -0.53, 0.69], [0.18, 1.30, -1.10], [0.19, 0.10, 0.89]],
  "spin_multiplicity": 1,
  "homo_ev": -10.58,
  "homo_lumo_gap_ev": 10.54,
  "charge": 0
}

---

{
  "formula": "C4H4BrCl",
  "method": "ωB97M-V/def2-TZVPD",
  "symbols": ["C", "C", "C", "C", "Cl", "Br", "H", "H", "H", "H"],
  "xyz": [[1.343, -1.499, 0.543], [-0.559, 0.375, -0.939], [-1.253, 1.386, -0.538], [0.651, -0.494, 0.800], [0.232, 0.473, 2.024], [-2.381, 2.567, -1.573], [1.954, -2.054, 1.364], [1.299, -2.017, -0.473], [-0.206, -0.328, -1.795], [-1.081, 1.591, 0.587]],
  "forces_ev_per_a": [[3.35, -5.61, -0.45], [3.11, -3.54, 0.53], [0.26, 0.52, 1.45], [-4.49, 4.24, -3.79], [0.13, 0.79, 2.13], [0.52, -0.61, 0.54], [-1.02, 1.06, -1.51], [0.21, 0.95, 1.50], [-1.20, 1.89, 1.47], [-0.88, 0.32, -1.89]],
  "spin_multiplicity": 1,
  "homo_ev": -9.12,
  "homo_lumo_gap_ev": 9.13,
  "charge": 0
}

---

{
  "formula": "C4H4BrClFIS2",
  "method": "ωB97M-V/def2-TZVPD",
  "symbols": ["C", "C", "C", "C", "F", "S", "S", "Cl", "Br", "I", "H", "H", "H", "H"],
  "xyz": [[1.543, -0.553, -0.627], [1.476, 0.772, 0.288], [0.655, -1.656, -0.199], [-2.628, 0.554, -0.056], [-2.994, 1.334, -0.999], [0.155, 1.890, -0.150], [-1.438, 1.272, 1.072], [1.061, -2.513, 1.364], [-1.107, -1.851, -0.811], [-4.341, -0.022, 1.107], [1.173, -0.176, -1.641], [2.572, -0.882, -0.739], [1.417, 0.389, 1.200], [2.455, 1.442, 0.189]],
  "forces_ev_per_a": [[-0.98, 2.12, -1.39], [2.41, 0.87, -4.52], [0.02, -0.96, 1.37], [0.20, -0.61, 2.55], [-0.42, 1.25, -2.23], [-0.90, -0.01, 0.54], [0.48, -0.02, -0.46], [-0.49, 1.07, -1.74], [0.91, -0.04, 0.21], [0.32, -0.19, -0.11], [0.60, -0.88, 1.09], [0.12, -0.15, 0.19], [-0.34, -0.86, 4.37], [-1.93, -1.61, 0.12]],
  "spin_multiplicity": 1,
  "homo_ev": [-8.27, -8.27],
  "homo_lumo_gap_ev": [7.70, 7.41],
  "charge": 0
}

---

It is found that the energy relative to the best compared isomer or geometry (same formula, charge and spin) values, taken in the order of the records, are 7.3, 78.6, 3.9 kcal per mole.